(1)
# C13H17AuClN6OS

C13H17AuClN6OS as an isolated structure (the ωB97M-V functional and the def2-TZVPD basis, the OMol25 dataset).

```
! RIJCOSX wB97M-V def2-TZVPD def2/J DEFGRID3
* xyz 1 3
Au -0.516 0.044 0.379
N -2.702 1.643 -3.122
C -1.912 1.068 -2.201
S -2.235 1.526 -0.533
N -1.007 0.230 -2.588
N -0.193 -0.299 -1.667
C 0.594 -1.286 -2.069
C 1.603 -1.880 -1.306
C 2.065 -3.184 -1.595
C 2.771 -3.890 -0.669
C 3.024 -3.307 0.612
C 2.746 -2.006 0.808
N 2.138 -1.223 -0.171
H -3.396 2.313 -2.849
H -2.551 1.450 -4.097
H 0.395 -1.678 -3.060
H 1.793 -3.619 -2.547
H 3.121 -4.890 -0.882
H 3.473 -3.890 1.402
H 3.016 -1.477 1.713
Cl 4.420 -0.087 -1.033
C 2.744 0.073 -0.370
H 2.193 0.661 -1.092
H 2.841 0.601 0.574
N -0.351 0.056 2.420
C -0.640 0.055 3.542
N -0.956 0.053 4.795
C -1.484 1.260 5.456
C -0.403 1.820 6.376
O 0.040 0.835 7.287
C 0.594 -0.290 6.637
C -0.443 -0.955 5.737
H -2.352 0.960 6.045
H -1.788 1.992 4.711
H -0.803 2.640 6.969
H 0.438 2.190 5.773
H 0.912 -0.980 7.416
H 1.469 0.004 6.040
H -1.283 -1.296 6.343
H -0.023 -1.800 5.195
*
```

For the HOMO energy (spin up / spin down), the calculation gives -0.3575 / -0.4091 Ha. The calculation puts the LUMO energy (spin up / spin down) at -2.5307 / -5.3038 eV. For the gap between HOMO and LUMO (spin up / spin down), the calculation gives 7.20 / 5.83 eV. For the energy above the lowest of the compared OMol25 structures with the same formula, charge and spin, the calculation gives 0.0 kJ/mol.



(2)
# C41H31BrN6O3STi

C41H31BrN6O3STi as an isolated structure (the ωB97M-V functional and the def2-TZVPD basis, the OMol25 dataset).

```
! RIJCOSX wB97M-V def2-TZVPD def2/J DEFGRID3
* xyz 0 3
Ti 0.190 0.550 -0.095
Br 1.067 7.708 -0.558
C 0.469 5.901 -0.552
C -0.550 5.518 -1.416
C -0.940 4.194 -1.438
C -0.337 3.215 -0.636
O -0.697 1.959 -0.777
C 0.634 3.658 0.335
C 1.061 2.826 1.390
N 0.671 1.558 1.448
C 0.291 0.919 2.617
C 0.887 0.930 3.870
C 0.280 0.245 4.919
C -0.928 -0.404 4.765
C -1.600 -0.376 3.530
C -2.866 -0.953 3.272
C -3.443 -0.765 2.030
C -2.743 -0.106 1.024
N -1.505 0.371 1.203
C -0.965 0.277 2.449
C 1.043 5.007 0.315
H -1.028 6.241 -2.059
H -1.728 3.884 -2.108
H 1.554 3.279 2.250
H 1.826 1.442 4.019
H 0.769 0.224 5.878
H -1.377 -0.930 5.591
H -3.378 -1.491 4.053
H -4.430 -1.149 1.824
H -3.177 0.049 0.042
H 1.809 5.326 1.006
N 2.213 -0.510 0.392
C 1.851 -1.328 1.477
C 2.634 -1.573 2.590
C 2.172 -2.445 3.579
C 0.973 -3.101 3.435
C 0.147 -2.864 2.318
C -1.078 -3.517 2.070
C -1.753 -3.236 0.897
C -1.308 -2.219 0.063
N -0.198 -1.509 0.302
C 0.567 -1.908 1.361
H 2.086 -0.997 -0.503
H 3.147 -0.105 0.458
H 3.596 -1.090 2.699
H 2.788 -2.627 4.448
H 0.646 -3.810 4.182
H -1.438 -4.257 2.766
H -2.654 -3.774 0.644
H -1.839 -1.965 -0.846
C -0.575 5.361 -6.106
C -0.067 4.331 -5.143
C -0.913 3.322 -4.694
C -0.461 2.354 -3.815
C 0.860 2.368 -3.408
C 1.712 3.368 -3.832
C 1.243 4.357 -4.681
S 1.566 1.032 -2.432
O 2.715 0.566 -3.169
O 1.883 1.578 -1.106
N 0.539 -0.146 -2.114
C 0.343 -1.110 -3.086
C 0.048 -0.804 -4.403
C -0.278 -1.790 -5.335
C -0.294 -3.112 -4.986
C 0.112 -3.488 -3.692
C 0.193 -4.835 -3.284
C 0.656 -5.134 -2.032
C 1.098 -4.078 -1.217
N 1.012 -2.816 -1.546
C 0.476 -2.492 -2.740
H -1.453 5.859 -5.700
H -0.870 4.890 -7.042
H 0.186 6.105 -6.316
H -1.937 3.289 -5.040
H -1.127 1.595 -3.429
H 2.738 3.356 -3.502
H 1.919 5.140 -4.995
H 0.056 0.226 -4.718
H -0.541 -1.490 -6.338
H -0.572 -3.877 -5.694
H -0.109 -5.606 -3.981
H 0.706 -6.154 -1.681
H 1.540 -4.288 -0.250
*
```

For the HOMO energy (spin up / spin down), the calculation gives -0.1855 / -0.2675 Ha. The calculation puts the LUMO energy (spin up / spin down) at -0.6998 / -0.6048 eV. For the gap between HOMO and LUMO (spin up / spin down), the calculation gives 4.35 / 6.68 eV. For the energy above the lowest of the compared OMol25 structures with the same formula, charge and spin, the calculation gives 298.1 kJ/mol.



(3)
# C22H26N2O5

One molecule with the formula C22H26N2O5 (the ωB97M-V functional and the def2-TZVPD basis, the OMol25 dataset).

```
! RIJCOSX wB97M-V def2-TZVPD def2/J DEFGRID3
* xyz 0 1
C 0.409 -3.772 -7.679
O 1.165 -2.705 -7.160
C 1.438 -2.687 -5.826
C 1.003 -3.640 -4.910
C 1.334 -3.513 -3.572
C 2.103 -2.447 -3.125
C 2.538 -2.351 -1.697
O 3.718 -2.408 -1.393
N 1.555 -2.249 -0.774
C 0.183 -1.888 -1.040
C -0.066 -0.438 -0.612
C 0.315 -0.190 0.856
C -0.671 -0.865 1.794
O -1.028 -2.022 1.685
N -1.202 -0.109 2.795
C -1.006 1.231 3.169
C 0.251 1.801 3.313
C 0.352 3.122 3.701
C -0.762 3.909 3.976
O -0.461 5.184 4.344
C -1.464 6.128 4.643
C -2.039 3.322 3.864
O -3.138 4.086 4.158
C -4.416 3.507 4.065
C -2.132 1.998 3.461
C 1.741 -0.705 1.109
C 1.898 -2.147 0.628
C 2.556 -1.509 -4.049
C 2.219 -1.620 -5.380
H 0.906 -4.733 -7.516
H -0.596 -3.803 -7.245
H 0.332 -3.584 -8.749
H 0.410 -4.484 -5.224
H 0.999 -4.262 -2.869
H -0.036 -2.000 -2.102
H -0.468 -2.550 -0.462
H -1.118 -0.192 -0.771
H 0.539 0.223 -1.238
H 0.280 0.888 1.038
H -1.945 -0.590 3.291
H 1.144 1.223 3.147
H 1.319 3.585 3.814
H -2.124 6.302 3.791
H -0.925 7.046 4.877
H -2.060 5.827 5.507
H -4.529 2.662 4.752
H -5.111 4.296 4.350
H -4.640 3.182 3.043
H -3.099 1.532 3.363
H 1.984 -0.654 2.172
H 2.444 -0.072 0.564
H 2.932 -2.475 0.744
H 1.234 -2.804 1.195
H 3.176 -0.692 -3.712
H 2.557 -0.895 -6.104
*
```

For the HOMO energy, the calculation gives -0.2968 Ha. The calculation puts the LUMO energy at 0.5496 eV. As for the SMILES: COc1ccc(C(=O)N2CCC(C(=O)Nc3ccc(OC)c(OC)c3)CC2)cc1. For the gap between HOMO and LUMO, the calculation gives 8.62 eV. For the energy above the lowest of the compared OMol25 structures with the same formula, charge and spin, the calculation gives 263.8 kJ/mol.



(4)
# CH2F2N2

A 2-piece molecular cluster, CH2F2N2 overall (the ωB97M-V functional and the def2-TZVPD basis, the OMol25 dataset).

```
! RIJCOSX wB97M-V def2-TZVPD def2/J DEFGRID3
* xyz 0 1
C 0.947 0.007 0.523
N -1.311 0.143 -0.821
N -1.051 -0.246 0.256
F 1.266 1.172 -0.103
F 1.450 -1.022 -0.246
H 1.030 0.028 1.674
H -2.331 -0.082 -1.284
*
```

For the HOMO energy (spin up / spin down), the calculation gives -0.3036 / -0.3036 Ha. The calculation puts the LUMO energy (spin up / spin down) at 0.7748 / 0.7746 eV. For the gap between HOMO and LUMO (spin up / spin down), the calculation gives 9.04 / 9.04 eV. For the energy above the lowest of the compared OMol25 structures with the same formula, charge and spin, the calculation gives 258.8 kJ/mol.